No. 1
ORCA calculation (ωB97M-V with the def2-TZVPD basis set) on a cluster of 2 separate species, C2H7N3O in total at a distorted geometry.

Bonds (Å) are listed after each position.
CARTESIAN COORDINATES (ANGSTROEM)
1 N -0.30 1.90 0.05  C2 1.244, H5 1.018
2 C -0.36 0.71 -0.31  N1 1.244, C3 1.362
3 C -1.16 -0.39 -0.37  C2 1.362, N4 1.417, H6 1.084
4 N -1.83 -0.97 0.74  C3 1.417, H7 1.013, H8 1.014
5 H 0.63 2.28 0.16  N1 1.018
6 H -1.43 -0.78 -1.34  C3 1.084
7 H -1.66 -0.43 1.59  N4 1.013
8 H -2.82 -1.08 0.58  N4 1.014
9 N 1.48 -0.38 -0.60  O10 1.425, H11 1.020, H12 1.108
10 O 2.31 0.45 0.21  N9 1.425, H13 0.969
11 H 1.74 -0.19 -1.57  N9 1.020
12 H 0.75 -1.02 -0.06  N9 1.108
13 H 2.65 -0.10 0.93  O10 0.969

E_LUMO ... 0.0276 Ha
E_HOMO ... -6.442 eV
SMILES string ... N=C=CN.NO
Kohn-Sham gap ... 7.194 eV

These are the Mulliken partial charges, in e, on atoms 1 to 6: -0.558, 0.640, -0.880, -0.472, 0.282, 0.380

=====

No. 2
ORCA calculation (ωB97M-V with the def2-TZVPD basis set) on a cluster of 2 separate species, C2H7N3O in total at a distorted geometry.

Bonds (Å) are listed after each position.
CARTESIAN COORDINATES (ANGSTROEM)
1 C 0.68 -0.72 -0.30  N3 1.396, O4 1.399, H8 1.086
2 C -1.02 1.45 0.29  N6 1.424, H11 1.091, H12 1.091, H13 1.220
3 N 1.95 -0.33 0.14  C1 1.396, H9 1.014, H10 1.011
4 O 0.14 -1.78 0.44  C1 1.399, H7 0.967
5 N -2.13 -0.16 -1.01  N6 1.162
6 N -2.09 0.85 -0.42  C2 1.424, N5 1.162
7 H -0.76 -1.91 0.13  O4 0.967
8 H 0.63 -0.84 -1.37  C1 1.086
9 H 2.73 -0.77 -0.34  N3 1.014
10 H 2.06 -0.37 1.14  N3 1.011
11 H -0.76 2.41 -0.15  C2 1.091
12 H -1.28 1.58 1.34  C2 1.091
13 H -0.15 0.61 0.11  C2 1.220

E_LUMO (alpha / beta) ... 0.0231 / 0.0267 Ha
E_HOMO (alpha / beta) ... -7.473 / -7.231 eV
Kohn-Sham gap (alpha / beta) ... 8.100 / 7.959 eV

These are the Mulliken partial charges, in e, on atoms 1 to 6: -0.457, -0.356, -0.450, -0.531, -0.372, 0.160

=====

No. 3
ORCA calculation (ωB97M-V with the def2-TZVPD basis set) on a cluster of 2 separate species, C2H7N3O in total at a distorted geometry.

Bonds (Å) are listed after each position.
CARTESIAN COORDINATES (ANGSTROEM)
1 H -0.18 1.43 1.41  N2 1.016
2 N -0.20 1.62 0.42  H1 1.016, C3 1.281
3 C -1.38 2.07 0.18  N2 1.281, N4 1.375, H5 1.091
4 N -2.02 2.05 -1.03  C3 1.375, H6 1.005, H7 1.008
5 H -2.01 2.42 1.00  C3 1.091
6 H -2.99 1.82 -0.96  N4 1.005
7 H -1.48 1.63 -1.78  N4 1.008
8 N 1.10 -1.85 0.42  C9 1.380, H11 1.016, H12 1.012
9 C 2.30 -2.46 0.13  N8 1.380, O10 1.203, H13 1.101
10 O 3.32 -1.86 -0.07  C9 1.203
11 H 1.03 -0.91 0.04  N8 1.016
12 H 0.30 -2.39 0.12  N8 1.012
13 H 2.22 -3.56 0.12  C9 1.101

E_LUMO ... 0.0284 Ha
E_HOMO ... -9.595 eV
SMILES string ... [H]/N=C/N.NC=O
Kohn-Sham gap ... 10.368 eV

These are the Mulliken partial charges, in e, on atoms 1 to 6: 0.238, -0.624, 0.065, -0.472, 0.310, 0.232

=====

No. 4
ORCA calculation (ωB97M-V with the def2-TZVPD basis set) on an isolated molecule of C2H7N3O at a distorted geometry.

Bonds (Å) are listed after each position.
CARTESIAN COORDINATES (ANGSTROEM)
1 N 1.82 -0.10 0.45  C2 1.419, H7 1.014, H8 1.023
2 C 0.67 -0.80 0.02  N1 1.419, N3 1.446, H9 1.093, H10 1.173
3 N -0.36 0.11 -0.41  C2 1.446, N4 1.429, C5 1.430
4 N -0.20 1.51 -0.18  N3 1.429, H11 1.025, H12 1.025
5 C -1.65 -0.46 -0.13  N3 1.430, O6 1.229, H13 1.103
6 O -2.64 0.25 0.03  C5 1.229
7 H 2.68 -0.55 0.15  N1 1.014
8 H 1.76 0.84 0.07  N1 1.023
9 H 0.85 -1.53 -0.77  C2 1.093
10 H 0.07 -1.38 0.85  C2 1.173
11 H -0.22 1.67 0.83  N4 1.025
12 H -1.06 1.96 -0.52  N4 1.025
13 H -1.73 -1.52 -0.40  C5 1.103

E_LUMO ... 0.0302 Ha
E_HOMO ... -8.886 eV
SMILES string ... NCN(N)C=O
Kohn-Sham gap ... 9.709 eV

These are the Mulliken partial charges, in e, on atoms 1 to 6: -0.573, -0.269, 0.162, -0.733, -0.040, -0.533

=====

No. 5
ORCA calculation (ωB97M-V with the def2-TZVPD basis set) on a cluster of 2 separate species, C2H7N3O in total at a distorted geometry.

Bonds (Å) are listed after each position.
CARTESIAN COORDINATES (ANGSTROEM)
1 H -1.67 2.02 -1.02  N2 1.012
2 N -0.99 1.33 -0.75  H1 1.012, C3 1.299
3 C -0.75 1.59 0.50  N2 1.299, N4 1.325, H5 1.092
4 N 0.36 1.29 1.16  C3 1.325, H6 1.002, H7 1.011
5 H -1.59 1.91 1.12  C3 1.092
6 H 0.33 1.41 2.16  N4 1.002
7 H 1.12 0.75 0.77  N4 1.011
8 N -0.08 -1.54 -0.84  C9 1.346, H11 1.026, H12 1.003
9 C 1.14 -1.85 -0.38  N8 1.346, O10 1.206, H13 1.106
10 O 1.69 -1.39 0.60  C9 1.206
11 H -0.69 -0.72 -0.79  N8 1.026
12 H -0.46 -2.15 -1.55  N8 1.003
13 H 1.60 -2.65 -0.99  C9 1.106

E_LUMO ... 0.0354 Ha
E_HOMO ... -9.075 eV
SMILES string ... [H]/N=C/N.NC=O
Kohn-Sham gap ... 10.038 eV

These are the Mulliken partial charges, in e, on atoms 1 to 6: 0.194, -0.762, 0.135, -0.329, 0.353, 0.206

=====

No. 6
ORCA calculation (ωB97M-V with the def2-TZVPD basis set) on an isolated molecule of C2H7N3O.

Bonds (Å) are listed after each position.
CARTESIAN COORDINATES (ANGSTROEM)
1 H -0.19 1.81 0.09  N2 1.020
2 N 0.69 1.30 0.00  H1 1.020, C3 1.269
3 C 0.52 0.05 0.02  N2 1.269, N4 1.380, N6 1.406
4 N -0.64 -0.69 -0.04  C3 1.380, C5 1.440, H8 1.017
5 C -1.91 -0.01 0.02  N4 1.440, H9 1.104, H10 1.095, H11 1.093
6 N 1.67 -0.77 0.10  C3 1.406, O7 1.413, H12 1.024
7 O 2.88 -0.04 0.05  N6 1.413, H13 0.978
8 H -0.59 -1.56 0.47  N4 1.017
9 H -1.97 0.74 -0.79  C5 1.104
10 H -2.71 -0.73 -0.14  C5 1.095
11 H -2.06 0.48 0.99  C5 1.093
12 H 1.72 -1.46 -0.66  N6 1.024
13 H 2.59 0.87 -0.11  O7 0.978

E_LUMO ... 0.0286 Ha
E_HOMO ... -9.146 eV
SMILES string ... [H]/N=C(\NC)NO
Kohn-Sham gap ... 9.925 eV

These are the Mulliken partial charges, in e, on atoms 1 to 6: 0.239, -0.756, 0.542, -0.227, -1.007, -0.227

=====

No. 7
ORCA calculation (ωB97M-V with the def2-TZVPD basis set) on an isolated molecule of C2H7N3O at a distorted geometry.

Bonds (Å) are listed after each position.
CARTESIAN COORDINATES (ANGSTROEM)
1 C 2.10 -0.20 0.19  N2 1.278, H7 1.103, H8 1.101
2 N 1.17 0.66 0.11  C1 1.278, C3 1.502
3 C -0.25 0.21 0.32  N2 1.502, N4 1.430, N5 1.441, H9 1.095
4 N -1.08 1.20 -0.30  C3 1.430, H10 1.020, H11 1.018
5 N -0.49 -1.03 -0.38  C3 1.441, O6 1.511, H12 1.019
6 O -1.99 -1.18 -0.40  N5 1.511, H13 0.985
7 H 1.95 -1.28 0.36  C1 1.103
8 H 3.15 0.12 0.08  C1 1.101
9 H -0.48 0.14 1.39  C3 1.095
10 H -0.66 1.33 -1.22  N4 1.020
11 H -0.89 2.08 0.19  N4 1.018
12 H -0.27 -1.79 0.27  N5 1.019
13 H -2.26 -0.25 -0.61  O6 0.985

E_LUMO ... 0.0291 Ha
E_HOMO ... -9.339 eV
SMILES string ... C=N[C@@H](N)NO
Kohn-Sham gap ... 10.130 eV

These are the Mulliken partial charges, in e, on atoms 1 to 6: -0.243, -0.466, 0.399, -0.733, -0.492, -0.462

=====

No. 8
ORCA calculation (ωB97M-V with the def2-TZVPD basis set) on a cluster of 2 separate species, C2H7N3O2 in total at a distorted geometry.

Bonds (Å) are listed after each position.
CARTESIAN COORDINATES (ANGSTROEM)
1 C 1.57 -0.50 0.76  N4 1.411, H8 1.150, H9 1.070, H10 1.085
2 C -1.31 -0.14 -0.16  N3 1.355, H11 1.091, H12 1.058
3 N -1.81 0.68 -1.12  C2 1.355, H13 0.943, H14 0.980
4 N 0.82 0.00 -0.32  C1 1.411, N5 1.292
5 N 1.30 -0.11 -1.52  N4 1.292, O6 1.248, O7 1.289
6 O 2.46 -0.55 -1.64  N5 1.248
7 O 0.56 0.29 -2.49  N5 1.289
8 H 1.17 -1.48 1.22  C1 1.150
9 H 2.59 -0.72 0.48  C1 1.070
10 H 1.65 0.14 1.63  C1 1.085
11 H -1.45 -1.18 -0.46  C2 1.091
12 H -1.07 0.20 0.82  C2 1.058
13 H -1.42 1.54 -1.05  N3 0.943
14 H -1.95 0.40 -2.04  N3 0.980

E_LUMO ... 0.0035 Ha
E_HOMO ... -9.149 eV
Kohn-Sham gap ... 9.243 eV

These are the Mulliken partial charges, in e, on atoms 1 to 6: -0.802, -0.199, -0.333, -0.398, 1.045, -0.685

=====

Computed ΔE to the lowest compared entry with this formula, charge and spin (eV) in order:
7.0095 5.0699 1.1894 2.6605 1.1034 2.4693 3.6794 6.7182
Computed total energy (Ha) in order:
-319.692186 -319.763467 -319.906073 -319.852012 -319.909233 -319.859035 -319.814568 -394.958114